Computed, not measured: C35H34FIrN3OP2 as an isolated structure, with ωB97M-V/def2-TZVPD.

```
77
Properties=species:S:1:pos:R:3:mulliken_charge:R:1
N -1.3230 -0.4270 0.8561 0.6284
O 0.6887 -2.1896 1.2883 -0.4057
H 3.2114 -0.9290 2.9036 0.1772
H -2.5543 -5.9343 2.2618 0.4628
C -1.9667 2.9720 2.1547 0.2540
H 2.4106 -3.1134 0.6012 0.2919
F 3.8604 6.0441 1.0328 -0.2961
H 5.1250 3.8314 1.4292 0.4862
C 5.0964 -1.0070 1.9421 -0.4143
C -2.9820 2.7514 -0.0360 -0.6445
C 3.2685 4.8671 1.1907 0.1912
C 1.4819 -3.4021 1.0868 -0.8710
P -0.5741 -1.8325 0.4199 1.1037
H -2.9101 -1.3651 1.9539 0.3696
N 3.2123 -0.4069 0.9220 0.0641
C -0.7133 1.2712 -1.3658 0.7318
P -0.7321 1.1893 0.4571 1.0496
C 1.2779 3.5679 1.3203 0.2682
H -0.4108 -3.8977 -4.0607 0.5065
H -2.3699 -0.0620 -1.6933 0.5860
C -1.6244 0.7399 -3.5352 -0.8913
C -0.6862 1.5726 -4.1311 -0.8439
C 0.2444 2.2437 -3.3513 -0.7335
H -4.7363 3.9279 -0.3573 0.4686
H 4.0245 -0.0488 -0.9782 0.4607
C 1.1012 -1.2394 -1.7395 0.5137
C -3.8880 -4.0855 -0.2455 -0.7364
C 0.0196 -3.1456 -3.4134 -0.9523
C 1.8859 4.8029 1.1960 -0.8572
H -0.6866 1.7008 -5.2054 0.4453
C -1.6350 0.5856 -2.1587 0.0892
N 3.7774 -0.8031 2.0801 -0.0263
C 3.4287 2.5107 1.5010 -0.0377
C 4.2104 -0.3531 0.0389 -0.4317
H -4.6914 4.9488 1.8886 0.4343
C -2.9623 -3.0609 -0.2870 -0.3191
H -3.0886 -2.2489 -0.9936 0.4023
H 4.0621 1.6600 1.6969 0.2647
H -2.9457 0.3979 1.9150 0.3220
C -3.9352 4.2268 1.6102 -0.5995
H -1.1904 2.7035 2.8631 0.5431
C 1.0749 -2.3662 -3.8537 -0.8599
C 2.0279 2.3805 1.3993 0.5248
C -1.9795 2.4053 0.8727 0.2888
H 6.3859 -0.7833 0.1681 0.4677
C -2.9431 3.8808 2.5198 -0.8114
H 1.5439 -0.4751 -1.1051 -0.6539
C 5.4168 -0.7271 0.6312 -0.7375
H -2.3584 0.2257 -4.1421 0.5000
H 0.9742 2.8934 -3.8159 0.4871
C 1.6172 -1.4051 -3.0087 -0.8391
H 0.9515 2.6382 -1.3681 0.3242
H -3.0042 2.3242 -1.0270 0.4135
H 2.4355 -0.7824 -3.3456 0.5173
H -4.7340 -4.0743 -0.9191 0.4721
H -1.3025 -3.6275 -1.8262 0.4838
H 1.4812 -2.5104 -4.8459 0.4618
H 5.7093 -1.3314 2.7667 0.4894
C 0.2343 2.0956 -1.9709 -0.6269
C -0.4993 -2.9814 -2.1360 -0.7654
C 0.0323 -2.0140 -1.2796 2.1642
C 4.0489 3.7396 1.3704 -0.8527
H -1.7938 -0.4383 2.9584 0.2887
Ir 1.3420 0.5942 0.8557 -0.3986
H 1.6733 -3.8104 2.0738 0.2913
H -2.9303 4.3227 3.5067 0.4645
H 0.2025 3.5514 1.3477 0.2405
H -0.9337 -4.0857 2.2375 0.4113
C -3.9573 3.6607 0.3436 -0.7378
C -2.3011 -0.4712 1.9942 -0.9705
C -3.7290 -5.1339 0.6578 -0.6450
H 1.3027 5.7091 1.1027 0.5070
H 0.9428 -4.1180 0.4718 0.5224
C -1.7420 -4.0947 1.5161 -0.7648
C -2.6676 -5.1309 1.5468 -0.7640
H -4.4418 -5.9473 0.6695 0.4370
C -1.8608 -3.0763 0.5750 -0.3845
```

Its total energy is -67484.15140 eV. The expectation value of S² is 0.77. Its HOMO-LUMO gap (spin up / spin down) is 7.85 / 7.08 eV. Its charge is +2. For the energy relative to the best compared isomer or geometry (same formula, charge and spin), the calculation gives 0.858 eV. The multiplicity is 2. The HOMO energy (spin up / spin down) comes out at -13.50 / -13.74 eV.



Computed, not measured: C35H34N6O3ReS2 as an isolated structure, with ωB97M-V/def2-TZVPD.

```
81
Properties=species:S:1:pos:R:3:mulliken_charge:R:1
O -1.2943 1.4168 1.7559 -0.6112
C -4.5191 -1.4124 1.4644 -0.9479
C 1.0985 0.9309 -1.8266 0.0736
H -3.1538 1.9746 3.4144 0.5637
N 2.2974 2.5183 0.8662 0.1341
H 1.2470 3.8510 2.7853 0.2409
H 0.4355 2.4682 3.4714 0.2704
C -3.7607 0.6781 -0.0988 -0.3699
H -0.8427 4.0139 -1.2039 0.5028
H -4.4753 5.5368 1.4163 0.4576
C 2.5336 4.4270 -0.6127 -0.1748
C 2.9303 5.7370 -0.8363 -0.8538
Re -0.6691 0.2536 0.2619 1.6015
C -3.1803 -1.1587 1.1877 0.4376
C 3.6224 5.9358 1.4564 -0.6681
C 3.6898 -0.0361 -5.0504 -0.4748
H 1.1236 -2.2111 0.9344 0.5019
H -4.6657 3.9346 3.2908 0.4795
H 3.7700 7.5153 0.0168 0.4067
C -3.9311 3.7713 2.5132 -0.6489
C -1.1728 -4.0098 2.6328 -0.5142
H 1.1840 2.0947 -4.2441 0.5469
C 0.0627 -3.6868 2.0929 -1.0675
H 2.5666 1.8316 0.1780 0.0978
C -2.0743 -2.0408 1.6169 0.8362
N 1.0608 2.8594 2.7881 -0.2566
C -1.0738 3.1760 -0.5517 -0.3982
H -1.3825 0.8815 -3.4748 -0.2402
H -2.2884 -2.9693 -3.9324 0.4957
C -1.5710 -0.5501 -5.1121 -0.8501
C -5.1077 0.4771 0.1227 -1.1011
S -2.2921 -1.0479 -2.5507 0.2390
C 3.7981 -0.7196 -3.8466 -0.9611
H -2.3901 -0.9872 -5.6866 0.3336
H -1.0481 0.1479 -5.7652 0.4240
H -5.8323 1.1441 -0.3206 0.5496
C 3.2455 4.6220 1.6907 -0.4499
N 0.3802 2.0170 -1.8650 -1.0188
C 1.9135 1.3020 -4.1437 -0.0491
H 2.1122 3.8284 -1.4116 0.4249
C 2.6879 3.8803 0.6551 0.3200
H 4.0618 6.5152 2.2567 0.4129
S 1.1455 0.3658 1.9001 -0.5904
C 0.1790 -2.5215 1.3627 0.0113
C -3.8274 4.6731 1.4616 -0.7879
H -0.3677 -2.3535 -5.3557 0.4705
C 3.4646 6.4938 0.1965 -0.4791
H 3.0330 -0.9354 -1.8518 0.4459
C -0.6638 -1.6511 -4.5776 0.1311
C 2.0138 0.6103 -2.9352 -0.2279
C -2.1376 2.4459 1.5986 0.4987
C -2.2551 -3.1828 2.3845 -1.0646
H -6.5358 -0.7684 1.1394 0.4841
O 1.0327 0.0781 -0.8453 -0.6278
H -1.2967 -4.9025 3.2303 0.4706
H -4.8050 -2.2538 2.0766 0.4895
H 4.5380 -1.5000 -3.7327 0.4569
C 2.7476 0.9741 -5.1982 -1.0045
H 0.2435 -1.2320 -4.1365 -0.2222
H -3.2272 -3.4361 2.7790 0.4619
C -2.8757 4.4648 0.4831 -1.0694
N -2.8212 -0.1103 0.4294 1.1096
O -1.1681 -0.6402 -1.5843 -0.6611
N -0.4912 2.0543 -0.7884 1.5358
H 0.9287 -4.3145 2.2429 0.4670
C -2.0320 3.3492 0.5182 0.2360
H 3.4251 4.1669 2.6565 0.6172
H 4.3445 -0.2868 -5.8742 0.4517
C 1.5241 2.0588 1.8439 0.5761
H -2.7780 5.1689 -0.3348 0.5201
H -3.4065 1.5012 -0.7054 0.5055
H 2.8235 6.1661 -1.8232 0.4360
C -3.0933 2.6696 2.5870 -0.3383
H -0.9284 -2.9521 -2.7868 0.4146
C -5.4910 -0.5824 0.9323 -0.8349
C -1.4878 -2.3592 -3.5086 -0.9758
C -2.1177 0.1878 -3.8920 -0.0385
H -3.0655 0.6990 -4.0472 0.5799
C 2.9606 -0.4024 -2.7898 0.2027
N -0.8563 -1.7015 1.1487 0.1901
H 2.6698 1.5085 -6.1355 0.4650
```

Its total energy is -75720.21268 eV. The expectation value of S² is 0.76. Its HOMO-LUMO gap (spin up / spin down) is 6.85 / 6.53 eV. Its charge is +2. For the energy relative to the best compared isomer or geometry (same formula, charge and spin), the calculation gives 0.000 eV. The multiplicity is 2. The HOMO energy (spin up / spin down) comes out at -12.70 / -12.78 eV.



Computed, not measured: C35H35FeO4PS2 as an isolated structure, with ωB97M-V/def2-TZVPD.

```
78
Properties=species:S:1:pos:R:3:mulliken_charge:R:1
C -4.7091 -1.7863 -1.8727 -0.7753
C 1.9996 3.9103 0.9896 0.0444
H -0.2925 -6.2087 2.6101 0.3922
C 2.7917 5.0852 -1.0844 -0.5834
C 1.6054 3.3261 -2.8401 -0.3452
C -1.1258 1.9752 -1.7488 0.1654
O 1.3868 2.9452 1.5424 -0.4009
O -0.7013 -0.1535 1.0546 0.9266
H -1.7650 3.1444 -0.0393 0.2231
H 3.1091 -2.8749 -3.2901 0.3898
C -0.5988 -5.1824 2.4234 -0.4543
H 4.4113 -0.8914 -2.5500 0.4419
H -0.5092 -0.0570 3.4158 -0.1550
C 3.3285 -0.9027 -2.4622 -0.7560
P 0.4610 1.6258 -0.9390 1.5075
H -4.4190 -2.3348 1.4653 0.4194
C 2.5987 -2.0136 -2.8702 -0.6706
C 1.4480 3.0941 -1.4487 0.4758
H -5.3724 -2.0077 -2.7052 0.3860
C -0.5210 -3.1937 1.0529 -0.2707
O 1.1234 -0.7922 1.3378 -0.4441
C -3.2865 3.1052 -1.5551 -0.8558
C 0.3297 -0.2570 4.0910 -0.3923
C 3.5636 -0.9541 2.4723 -0.6298
C -0.1352 -4.5136 1.2909 -0.6908
C -3.6505 2.6491 -2.8174 -0.3221
C -2.0372 2.7697 -1.0280 -0.7178
H 3.2671 5.7911 -0.4023 0.4661
Fe 0.3448 1.3992 1.2871 -0.3124
H 0.6428 -2.9037 -2.9922 0.4941
C -1.3839 -2.5413 1.9412 0.6341
H -3.9629 3.7265 -0.9750 0.4546
H 0.5048 -1.3367 4.0948 0.1570
H 1.1566 2.6469 -3.5605 0.3193
H -0.1455 -2.6738 0.1739 0.1733
H -3.0368 1.5185 -4.5427 0.4490
C -3.5566 -1.0311 -2.0834 -0.4026
C -1.8376 -3.2142 3.0821 -0.3517
S 2.1436 0.0794 2.0068 0.6918
O 2.5906 4.8383 1.6346 -0.8098
H 3.5000 6.1377 -2.8207 0.4069
H -2.4899 -2.7169 3.7952 0.4528
C 1.2726 0.2259 -1.7623 0.4263
C -2.7609 1.8683 -3.5523 -0.8050
H 2.4725 -2.8310 2.5470 0.1687
C -2.7031 -0.7479 -1.0156 1.4734
C 0.5639 -0.9247 -2.1408 0.2077
C 2.6715 0.1992 -1.9069 -0.7132
H -3.3216 -0.6601 -3.0777 0.4431
H -0.8276 0.9517 -3.6340 0.2597
H 4.2323 -0.3633 3.1058 0.4556
C -1.4460 -4.5330 3.3206 -0.6143
C -2.9922 -1.2233 0.2696 0.4891
H -0.8501 2.0556 2.2797 -0.8442
H -1.7962 -5.0528 4.2088 0.4011
H 2.7307 -2.0808 4.1314 0.2308
H -4.6206 2.9097 -3.2296 0.3952
C 2.9293 5.2896 -2.4568 -0.5501
H 1.3248 1.5853 3.6447 0.3782
S -1.8973 -0.8272 1.6646 -0.0171
H 0.5316 -5.0168 0.5953 0.4487
C 1.2163 -2.0273 -2.7050 -0.8949
H 4.0717 -2.8709 3.3039 0.4340
H -5.9135 -2.8392 -0.4315 0.3891
C 2.3338 4.4060 -3.3386 -0.7463
C -5.0124 -2.2531 -0.5948 -0.7351
H -0.5099 -0.9840 -1.9774 -0.0759
H 2.3744 0.3872 4.3973 0.5357
H -1.8091 -0.1527 -1.1927 -1.3190
H 3.2750 1.0355 -1.5545 0.4515
H 4.1003 -1.1749 1.5437 0.3928
H 0.0233 0.0389 5.0993 0.4962
C -4.1616 -1.9675 0.4757 -0.5945
H 2.4303 4.5492 -4.4095 0.4350
C -1.5065 1.5403 -3.0242 0.4146
C 2.0579 3.9979 -0.5408 0.6284
C 3.1805 -2.2536 3.1498 -0.9763
C 1.5648 0.5172 3.6736 -0.7990
```

Its total energy is -110395.20551 eV. The expectation value of S² is 6.02. Its HOMO-LUMO gap (spin up / spin down) is 6.98 / 7.53 eV. The multiplicity is 5. The HOMO energy (spin up / spin down) comes out at -6.60 / -7.18 eV.